The following is a quantum chemistry calculation of a structure of composition C15H22NRhS5Se3Si2Te, from the Open Molecules 2025 dataset.

The calculation puts the orbital gap (spin up / spin down) at 0.18745 / 0.18198 Ha. The calculation puts the highest occupied orbital energy (spin up / spin down) at -1.110 / -1.702 eV. Its largest force on an atom is 0.25 eV/A. The energy above the lowest of the compared OMol25 structures with the same formula, charge and spin comes out at 0.0 kcal/mol. Its spin multiplicity is 5. The expectation value of S² is 6.047. As for the charge: -2.

Each line ends with the Löwdin spin population.
CARTESIAN COORDINATES (ANGSTROEM)
1 Rh -1.692944 -0.282263 1.033346  0.749
2 C 2.680755 0.991564 -1.409595  -0.001
3 Si 1.136447 1.346208 -0.354881  0.003
4 C 0.539681 3.012435 -0.989214  0.006
5 C 1.764421 1.558128 1.393340  0.005
6 C -0.160773 0.016636 -0.503486  0.011
7 C -1.265397 0.302575 -1.450331  0.008
8 C -1.254271 0.781815 -2.758798  0.001
9 C -2.461010 0.939908 -3.420909  0.008
10 C -3.651818 0.645055 -2.773458  0.001
11 C -3.601958 0.209349 -1.459683  0.009
12 N -2.438013 0.025754 -0.850915  0.018
13 Si 0.456475 -1.709092 -0.820836  0.012
14 C 1.930824 -2.200733 0.248095  0.004
15 C -0.900462 -2.997585 -0.619682  0.024
16 C 1.023767 -1.918432 -2.622332  0.002
17 H 3.406224 1.801085 -1.273776  0.000
18 H 2.430496 0.945592 -2.473907  0.000
19 H 3.173173 0.053767 -1.140407  0.000
20 H 1.243087 3.787451 -0.667655  0.000
21 H -0.450229 3.272340 -0.611322  0.010
22 H 0.499117 3.032073 -2.081823  0.000
23 H 0.962334 1.901733 2.050719  0.005
24 H 2.569449 2.300491 1.412150  0.000
25 H 2.160834 0.626624 1.800965  0.000
26 H -0.309570 1.011409 -3.234560  0.000
27 H -2.474455 1.304644 -4.442039  0.000
28 H -4.608618 0.778329 -3.259369  0.000
29 H -4.488428 -0.015986 -0.882444  0.006
30 H 1.603862 -2.835322 1.072822  0.001
31 H 2.439063 -1.340895 0.689402  0.000
32 H 2.662111 -2.753680 -0.350228  0.000
33 H -1.297310 -3.026731 0.397981  0.010
34 H -0.504740 -3.991580 -0.857847  0.003
35 H -1.741164 -2.796447 -1.289096  0.001
36 H 1.908278 -1.317729 -2.846917  0.000
37 H 0.232085 -1.636337 -3.322133  0.000
38 H 1.274122 -2.969087 -2.807289  0.000
39 Se -2.082007 2.211112 1.655516  0.647
40 Se -3.324356 3.287913 0.118506  0.515
41 Te -5.397820 -2.166811 1.049491  0.542
42 Se -3.666565 -1.087052 2.395900  0.450
43 S 4.474175 -0.566326 5.789044  0.079
44 C 2.965716 -0.328700 5.145546  0.025
45 S 1.959206 1.009482 5.514609  -0.024
46 C 0.533324 0.586773 4.560157  0.097
47 C 0.699895 -0.580994 3.788935  0.150
48 S -0.365447 -1.339964 2.730944  0.284
49 S 2.229410 -1.408667 4.029341  -0.006
50 S -0.820979 1.530169 4.698118  0.344

Forces on the atoms, in the same order (eV/Å):
0.0069 -0.1402 0.2085
0.0141 0.0006 -0.0142
0.0067 -0.0205 -0.0532
-0.0255 0.0300 -0.0149
0.0072 0.0480 0.0493
0.0441 0.0604 -0.0958
-0.0041 0.0213 -0.0150
-0.0024 -0.0077 0.0021
0.0162 0.0049 -0.0002
-0.0179 -0.0084 0.0110
0.0105 -0.0029 -0.0170
-0.0591 0.0026 -0.0077
-0.0207 -0.0302 -0.0417
0.0309 0.0193 0.0213
0.0015 -0.0250 0.0098
0.0166 -0.0277 -0.0170
-0.0157 -0.0119 0.0037
0.0055 0.0015 0.0124
-0.0029 0.0053 -0.0046
0.0012 -0.0049 -0.0015
0.0271 -0.0029 -0.0054
0.0000 0.0074 0.0114
0.0067 -0.0160 0.0038
-0.0261 -0.0011 -0.0032
0.0026 -0.0209 0.0121
-0.0028 0.0035 -0.0092
0.0046 -0.0013 0.0007
0.0072 -0.0012 0.0024
-0.0027 0.0085 0.0051
0.0035 0.0006 0.0002
-0.0080 -0.0180 -0.0130
-0.0071 0.0064 0.0118
-0.0045 -0.0205 -0.0058
-0.0056 0.0116 -0.0106
-0.0002 0.0032 0.0105
-0.0190 -0.0063 0.0039
0.0089 -0.0062 0.0133
-0.0028 0.0234 -0.0018
0.0157 -0.0181 0.0819
-0.0306 -0.0002 -0.0397
0.0572 -0.0283 -0.0560
-0.0406 0.1472 -0.0077
0.0032 0.0091 -0.0162
-0.0176 -0.0375 0.0338
0.0218 0.0490 0.0176
0.0236 -0.0923 -0.0602
-0.0304 0.0983 0.0567
-0.0152 0.0057 -0.0501
0.0440 -0.0329 -0.0234
-0.0259 0.0151 0.0017

=====

The following is a quantum chemistry calculation of a structure of composition C15H22O4 in a non-equilibrium geometry, from the Open Molecules 2025 dataset.

The calculation puts the orbital gap at 0.36117 Ha. The calculation puts the highest occupied orbital energy at -9.064 eV. Its largest force on an atom is 12.07 eV/A. The energy above the lowest of the compared OMol25 structures with the same formula, charge and spin comes out at 280.2 kcal/mol. Its spin multiplicity is 1.

Each line ends with the Löwdin charge.
CARTESIAN COORDINATES (ANGSTROEM)
1 C -4.671657 -0.895447 -1.546401  -0.164
2 O -4.562090 -1.269565 -0.266638  -0.178
3 C -3.462732 -0.692755 0.449509  -0.449
4 O -2.348249 -1.328214 -0.019767  -0.144
5 C -2.218273 -2.858616 0.065056  0.074
6 H -1.343408 -3.037711 -0.176778  -0.002
7 H -3.138554 -3.377721 -0.089958  0.092
8 H -2.250830 -2.889427 1.167001  0.096
9 C -3.556706 0.775357 0.397110  -0.098
10 C -2.550826 1.144346 1.581622  -0.079
11 C -1.373420 1.707655 1.453344  -0.030
12 C -0.699001 1.584552 0.010446  -0.349
13 H -0.786846 0.356464 -0.514908  0.214
14 C 0.941304 1.672868 0.347386  -0.042
15 O 1.504081 1.546193 -1.100509  -0.159
16 C 2.851875 1.510826 -0.816594  -0.220
17 C 3.535575 0.079707 -0.385048  -0.225
18 C 4.635548 0.170254 0.385719  -0.110
19 C 5.308044 -0.869424 0.679239  -0.059
20 C 4.530986 -2.120864 0.571358  0.025
21 C 3.339423 -2.160102 -0.370118  0.048
22 C 2.742585 -0.861707 -0.571394  -0.084
23 H 1.939413 -0.822830 -1.243658  0.117
24 H 2.816706 -3.032370 -0.332565  0.054
25 H 4.971270 -2.933385 0.558338  -0.014
26 H 6.202575 -0.958436 1.306613  0.120
27 H 5.184281 0.968550 0.534736  0.080
28 H 3.339276 2.543440 -0.370263  0.173
29 H 3.150764 1.663669 -1.871009  0.117
30 H 1.209909 2.487494 0.893221  0.084
31 H 1.283419 0.853632 0.870494  0.085
32 O -1.081260 2.543138 -0.810479  0.037
33 H -0.400796 2.682979 -1.401495  0.060
34 H -0.750730 1.701588 2.262275  0.070
35 H -3.061376 1.155062 2.583423  0.117
36 H -3.079595 1.292482 -0.430260  0.111
37 H -4.475795 1.165112 0.479387  0.084
38 H -3.822825 -1.135602 1.763133  0.234
39 H -3.752468 -0.990719 -2.060720  0.072
40 H -5.153524 0.271937 -1.668342  0.154
41 H -5.360081 -1.632981 -1.954137  0.089

Forces on the atoms, in the same order (eV/Å):
-2.5235 2.7058 -1.7066
-0.2537 -0.5357 3.1505
-3.3072 -4.3879 1.9200
1.3647 -0.4345 -0.7015
-8.8370 5.4757 6.1291
7.8584 -2.1476 -3.3418
-0.1816 -0.3612 -1.6749
0.5014 -0.6002 0.1237
7.0850 0.2614 1.5097
-3.8701 1.5160 0.8328
-0.3165 -2.3844 -4.6201
3.4827 -4.5626 3.6557
-0.0770 3.6595 1.7123
-4.7905 -1.9316 -5.6627
-1.2775 0.7754 5.2478
4.0698 1.4889 -3.0043
-0.8924 11.1397 0.9893
-0.6617 1.0884 -1.7378
0.1115 -8.6308 3.2991
-4.7758 8.0041 -5.2785
3.2625 3.8021 5.5093
-1.5869 -9.3181 -2.5153
-1.5032 0.4779 -0.3529
-1.3742 -2.5033 -0.7473
4.2776 -8.0615 1.1244
-0.0923 0.5508 -0.5771
1.6334 5.0314 0.5112
-1.4046 -2.6523 -0.1142
1.2007 -0.2929 0.2166
0.9253 3.1181 0.6803
0.4129 -2.1743 1.0025
-2.9133 1.5989 0.2510
2.2497 0.5787 -2.4077
1.6415 0.8177 2.1222
0.7381 -0.4723 -0.7994
-0.1331 -0.6191 -0.6930
-3.4851 0.9374 0.8697
1.3261 1.3308 -3.5861
1.1199 0.3322 -0.8436
1.2895 -3.0407 0.0581
-0.2932 0.4199 -0.5506

=====

The following is a quantum chemistry calculation of the molecule C15H22O5 in a non-equilibrium geometry, from the Open Molecules 2025 dataset.

The calculation puts the orbital gap at 0.36666 Ha. The calculation puts the highest occupied orbital energy at -9.206 eV. Its SMILES is COC(C[C@H]1O[C@@H]1[C@@H](O)COCc1ccccc1)OC. Its largest force on an atom is 1.57 eV/A. The energy above the lowest of the compared OMol25 structures with the same formula, charge and spin comes out at 82.6 kcal/mol. Its spin multiplicity is 1.

Each line ends with the Löwdin charge.
CARTESIAN COORDINATES (ANGSTROEM)
1 C 0.620821 2.614146 -3.952434  -0.080
2 H 0.176487 1.653785 -3.672033  0.087
3 H -0.096362 3.417058 -3.764283  0.095
4 O 1.832411 2.844865 -3.256079  -0.132
5 C 1.694004 3.324404 -1.943379  -0.418
6 O 1.023954 4.552160 -1.893771  -0.134
7 C 1.739811 5.617637 -2.483976  -0.080
8 H 2.670871 5.806057 -1.937995  0.093
9 H 1.978406 5.403206 -3.529633  0.091
10 H 1.092528 6.489535 -2.422761  0.091
11 C 0.945439 2.361254 -1.011608  -0.042
12 C 1.616030 1.009787 -0.989982  -0.238
13 C 1.250670 -0.012579 -0.008106  -0.196
14 C 1.403666 -1.494067 -0.328080  -0.316
15 C 1.341044 -2.309925 0.984202  -0.158
16 O 0.143035 -2.148738 1.695008  -0.138
17 C -0.984866 -2.781125 1.122970  -0.169
18 C -2.086653 -2.871304 2.146408  -0.197
19 C -1.786219 -3.154661 3.472026  -0.031
20 C -2.796402 -3.260398 4.410815  -0.080
21 C -4.117797 -3.092359 4.032744  -0.095
22 C -4.423698 -2.811159 2.712359  -0.088
23 C -3.412600 -2.696993 1.774267  -0.046
24 H -3.655571 -2.472911 0.745047  0.109
25 H -5.452446 -2.675953 2.411893  0.101
26 H -4.907037 -3.178337 4.764969  0.100
27 H -2.552278 -3.478276 5.440204  0.102
28 H -0.753948 -3.279457 3.759626  0.114
29 H -0.710368 -3.797579 0.792579  0.140
30 H -1.340310 -2.226527 0.242127  0.124
31 H 1.520471 -3.368208 0.743186  0.133
32 H 2.130796 -1.958623 1.654674  0.141
33 O 2.602917 -1.740160 -1.008771  -0.003
34 H 3.274452 -1.157473 -0.621135  0.103
35 H 0.596197 -1.812347 -0.998485  0.153
36 H 0.502101 0.214662 0.744953  0.161
37 O 2.451566 0.705434 0.098154  0.017
38 H 1.998560 0.672476 -1.950758  0.157
39 H -0.086688 2.269388 -1.353243  0.128
40 H 0.939672 2.792170 -0.010800  0.140
41 H 2.736848 3.436381 -1.601586  0.170
42 H 0.880489 2.594755 -5.009313  0.093

Forces on the atoms, in the same order (eV/Å):
-0.0147 0.0396 0.0233
-0.0218 0.0182 -0.0350
-0.0156 -0.0595 -0.0628
0.1442 0.0295 -0.0510
0.0593 -0.1106 0.4563
-0.0910 -0.2177 0.1237
0.0440 -0.0040 -0.0872
-0.0230 0.0313 -0.0244
-0.0151 0.0587 0.0371
0.0883 0.0433 -0.0311
0.4101 0.1587 -0.3355
-0.8778 0.0760 -0.6072
-0.7346 -0.4157 -0.5118
-0.2898 0.1008 0.5243
0.3336 -0.0505 -0.4557
-0.2820 0.0966 0.1819
-0.0265 -0.1058 -0.1420
0.0829 0.0890 -0.0876
0.0459 0.0101 -0.0471
0.0309 -0.0387 0.0568
-0.0948 0.0047 0.0291
-0.1174 -0.0202 0.0052
0.1317 -0.0231 -0.0251
-0.0164 0.0473 -0.1050
-0.0791 0.0157 -0.0183
-0.0606 0.0012 0.0572
0.0209 -0.0137 0.0821
0.1043 0.0008 0.0519
0.0205 0.1440 -0.0132
0.0023 -0.1113 0.0886
0.0103 0.0971 0.0533
0.0355 -0.0702 -0.0883
0.3329 -0.0788 -0.0341
-0.0953 -0.0295 -0.0724
0.0247 0.0815 0.1199
-0.0035 0.0674 0.0281
1.2987 0.2177 0.8521
0.0199 -0.0594 0.0504
-0.0439 -0.0003 0.0215
-0.0627 -0.0379 0.0250
-0.1842 0.0513 -0.0478
-0.0911 -0.0338 0.0147

=====

The following is a quantum chemistry calculation of a structure of composition C15H23BN6SiV in a non-equilibrium geometry, from the Open Molecules 2025 dataset.

The calculation puts the orbital gap (spin up / spin down) at 0.21248 / 0.32600 Ha. The calculation puts the highest occupied orbital energy (spin up / spin down) at -5.737 / -8.413 eV. Its largest force on an atom is 11.74 eV/A. The energy above the lowest of the compared OMol25 structures with the same formula, charge and spin comes out at 87.5 kcal/mol. Its spin multiplicity is 4. The expectation value of S² is 3.807.

Each line ends with the Löwdin spin population.
CARTESIAN COORDINATES (ANGSTROEM)
1 H 0.291502 3.087797 1.061463  0.000
2 N 0.314000 1.753424 -0.571669  0.010
3 B 0.511639 0.590694 -2.754170  0.004
4 N 0.633372 1.880067 -1.893651  0.001
5 C 1.087864 3.130367 -2.140590  0.001
6 V -0.685718 -0.923484 -0.128760  2.172
7 H 1.415813 3.406647 -3.124521  0.000
8 C 1.002406 3.850635 -0.941388  0.000
9 H 1.237766 4.878113 -0.775723  0.000
10 C 0.510306 2.938639 0.013498  0.002
11 H 0.834778 0.802057 -3.891824  0.001
12 C -0.715417 -2.822652 -0.606120  -0.013
13 H -1.033075 -3.034329 0.440640  0.009
14 H 0.209877 -3.360656 -0.830834  0.000
15 H -1.523645 -3.131079 -1.281439  0.001
16 N -0.949078 0.087522 -2.625152  0.065
17 N 1.435580 -0.414671 -2.030433  0.019
18 N -1.552554 -0.177932 -1.339180  -0.009
19 N 1.119020 -0.837937 -0.740042  -0.006
20 C -1.790824 -0.313360 -3.576907  0.060
21 C 2.609159 -0.945519 -2.387736  0.022
22 H -1.500937 -0.215398 -4.611261  0.005
23 H 3.003789 -0.723939 -3.354343  0.002
24 C -2.992459 -0.731466 -3.005434  0.018
25 C 3.101520 -1.717282 -1.333064  0.007
26 C -2.868080 -0.559968 -1.631241  0.074
27 C 2.159088 -1.627295 -0.316913  0.024
28 H -3.852285 -1.117598 -3.538975  0.000
29 H 4.019546 -2.269782 -1.313726  0.000
30 H -3.586352 -0.699327 -0.837715  0.004
31 H 2.119588 -2.101707 0.651457  0.002
32 H -1.052095 1.259011 0.790849  0.017
33 C -1.625802 0.843169 5.464963  0.015
34 Si -0.322964 -0.038125 4.447125  0.071
35 C 1.316256 0.852444 4.686871  0.009
36 C -0.137019 -1.756925 5.151454  0.007
37 C -0.783118 -0.073490 2.648405  0.346
38 C -0.927480 0.393437 1.473745  0.052
39 H -1.425099 0.677460 6.534953  0.002
40 H -2.620417 0.444938 5.227337  0.000
41 H -1.635479 1.924429 5.273258  0.000
42 H 1.465858 1.004028 5.766158  0.001
43 H 2.158663 0.262131 4.300288  0.000
44 H 1.334340 1.832544 4.190743  0.000
45 H -0.939290 -2.413195 4.794361  0.001
46 H 0.827318 -2.208921 4.887095  0.000
47 H -0.199860 -1.683318 6.246844  0.001

Forces on the atoms, in the same order (eV/Å):
0.0563 -0.0683 -0.0701
0.0130 0.6484 -0.6747
0.2220 0.7203 0.9564
0.0002 0.4506 1.0509
-0.4951 0.0005 1.0969
3.8516 -1.6149 7.2331
0.0325 0.1411 -0.1148
0.0095 -0.5218 -0.5333
0.1800 0.3472 -0.0521
0.3003 -0.3603 -1.4535
-0.1019 -0.2318 0.0497
-0.9307 -1.5063 0.3270
0.0012 -0.7718 -0.1541
-0.2076 0.0555 0.0367
0.1078 -0.1948 0.1610
-1.0545 -1.0774 1.2477
0.0336 -1.3166 1.4575
-5.8054 3.8692 -9.4439
3.7365 -0.2212 -1.5492
-0.1437 0.3459 0.5056
-0.2731 -0.1143 0.8083
-0.0905 -0.0613 -0.0055
0.2752 0.0038 -0.3091
-0.3926 0.0912 -0.0542
0.0509 0.1799 -0.2775
2.0712 0.3399 -0.6213
-1.2620 1.2918 -1.2592
0.1213 0.2504 0.1250
0.1579 -0.0556 -0.0235
0.1170 -0.1747 0.0188
0.0209 0.0693 -0.0316
-0.0421 -0.7264 0.7732
-0.1872 0.0668 -0.0636
0.1393 0.0386 -0.0978
0.0533 0.0466 -0.1568
-0.0468 -0.1621 0.0265
0.0699 1.0572 -1.1145
-0.4169 -0.6451 2.3323
-0.0863 0.0733 -0.2814
0.1305 0.1067 0.1387
-0.0146 -0.2388 0.0380
0.0343 -0.0130 -0.2347
-0.1905 0.1413 0.0909
-0.0188 -0.2124 0.1521
0.1350 0.0426 0.1423
-0.2088 0.0565 0.0338
0.0479 -0.1455 -0.2259

=====

Values for E_tot, hartree, ordered as above
-10792.509294; -885.266054; -960.890015; -2172.132412
Values for molecular weight, g mol⁻¹, ordered as above
900.24; 266.34; 282.34; 377.23